A structure of composition C21H23IN3O7P2Ru in a non-equilibrium geometry. Source: OMol25; level of theory: ωB97M-V/def2-TZVPD.

HOMO energy (spin up / spin down)   -11.7325 / -11.7307 eV
Net charge   +1
Orbital gap (spin up / spin down)   6.58 / 6.44 eV
Spin multiplicity   1

CARTESIAN COORDINATES (ANGSTROEM)
Ru 0.83106 -0.12678 0.31049
C -3.87416 0.04150 -0.41820
C -2.65182 0.22483 0.23867
N -1.50640 0.33640 -0.39747
C -1.50509 0.29501 -1.73966
C -2.68103 0.07468 -2.49309
C -3.89012 -0.05632 -1.78823
C -2.58934 -0.01150 -3.91189
C -1.40853 0.17545 -4.55230
C -0.21668 0.47667 -3.82672
C 1.02031 0.75783 -4.43451
C 2.10945 1.05047 -3.64666
C 1.97193 1.04908 -2.25686
N 0.82132 0.78965 -1.67052
C -0.26077 0.50687 -2.41650
H -4.78474 -0.00907 0.15795
H -2.62414 0.31056 1.31607
H -4.80813 -0.22224 -2.33323
H -3.48928 -0.22484 -4.46782
H -1.34294 0.10016 -5.62757
H 1.09671 0.75748 -5.51180
H 3.06862 1.28719 -4.07711
H 2.81364 1.27167 -1.61675
O 2.35264 -2.84734 3.17351
P 2.75121 -2.08641 1.82868
O 4.17228 -2.16236 1.51341
O 2.04760 -0.73522 1.92162
O 1.85335 -2.97362 0.75822
P 1.73506 -2.36194 -0.72930
O 2.17137 -3.53388 -1.67464
O 2.63301 -1.15937 -0.84473
O 0.28894 -1.98731 -0.96264
H 3.07274 -3.43051 3.41449
H 3.12186 -3.65142 -1.67417
I -0.44607 -0.66476 6.08277
C -0.59086 -1.58826 4.20547
C -0.72301 -2.96369 4.07941
C -0.80521 -3.49901 2.80580
C -0.75423 -2.64393 1.71300
N -0.61743 -1.33322 1.85196
C -0.54845 -0.80326 3.06505
H -0.76288 -3.59812 4.95338
H -0.90592 -4.56392 2.66628
H -0.83685 -3.01491 0.70085
H -0.47711 0.27653 3.12065
C 0.19688 3.74248 -0.30825
C 0.05463 2.90281 0.96113
C 0.14393 3.81050 2.19678
C 1.11367 1.82413 1.06849
H -0.61078 4.46554 -0.38161
H 0.17682 3.12654 -1.20353
H 1.13385 4.29119 -0.28819
H -0.93955 2.43373 0.96764
H 1.10846 4.30919 2.22543
H 0.03428 3.23604 3.11270
H -0.63596 4.56457 2.15811
H 1.35486 1.62900 2.12348
H 2.03700 2.13543 0.56247

Cartesian forces (eV/Å) of the 3 atoms listed first:
Ru -2.147 -0.520 -0.962
C 0.051 0.095 -0.200
C -0.141 0.110 0.312



A structure of composition C21H23MnN3O8S2Si in a non-equilibrium geometry. Source: OMol25; level of theory: ωB97M-V/def2-TZVPD.

HOMO energy (spin up / spin down)   -2.6702 / -5.0949 eV
Net charge   -1
Orbital gap (spin up / spin down)   5.12 / 7.55 eV
⟨S²⟩   6.38
Spin multiplicity   5

CARTESIAN COORDINATES (ANGSTROEM)
Mn 1.07304 0.46176 0.14874
O 2.93220 0.51910 4.17198
C 2.60408 0.48026 2.85453
O 1.36977 0.64880 2.59570
C 3.59363 0.06085 1.92941
C 4.96452 -0.03482 2.26532
C 5.81157 -0.31469 1.23381
C 5.36498 -0.37871 -0.12526
C 3.98537 -0.16789 -0.29099
N 3.12211 -0.04667 0.66109
C 3.38057 -0.09578 -1.71563
O 4.05731 0.08222 -2.72995
O 2.06258 -0.20574 -1.74562
H 2.10090 0.57985 4.58482
H 5.24132 -0.07426 3.23782
H 6.87658 -0.44115 1.46490
H 6.06718 -0.56701 -0.89967
C 0.74541 -0.20934 -4.76592
C 0.21244 1.02730 -4.23233
C -0.74230 1.80462 -4.87477
C -1.18272 2.96363 -4.31012
N -0.80964 3.33402 -3.11185
C 0.09590 2.58559 -2.39091
S 0.57720 2.95889 -0.86830
N 0.63596 1.48556 -3.05053
C -2.06808 3.89397 -5.08687
H 0.01290 -0.80779 -5.30850
H 1.10310 -0.78912 -3.89742
H 1.60983 0.01933 -5.35160
H -1.02466 1.38861 -5.84861
H 1.32137 0.95874 -2.50192
H -1.48637 4.34916 -5.79686
H -2.37421 4.72307 -4.43275
H -2.85355 3.32390 -5.49880
O -0.73983 -3.94674 2.23202
S -0.09926 -2.67089 2.39036
O -1.40029 -1.48689 1.97607
O 0.78457 -2.15599 1.40988
O 0.11091 -2.35002 3.77615
C -1.44606 -2.08135 -0.87333
Si -1.23900 -0.64675 0.27241
C -3.02755 0.13882 0.08848
C -2.33801 -1.28500 2.98315
C -2.33257 -0.08222 3.64986
C -3.30062 0.14338 4.62361
C -4.07702 -0.89894 5.02919
C -4.01023 -2.15460 4.40568
C -3.20086 -2.32843 3.32032
H -0.68219 -2.94768 -0.83690
H -1.30500 -1.55108 -1.82659
H -2.49708 -2.52650 -0.88738
H -3.60736 -0.57148 0.56208
H -3.36767 0.07290 -0.96206
H -3.29755 1.14321 0.46661
H -1.58169 0.65271 3.38401
H -3.28239 1.09021 5.05961
H -4.78766 -0.70034 5.82293
H -4.63206 -3.04739 4.71999
H -3.02381 -3.32523 2.90085

Cartesian forces (eV/Å) of the 3 atoms listed first:
Mn 0.862 -0.806 0.926
O 2.140 0.003 -0.810
C -1.292 -1.033 -0.029



Results for energy relative to the best compared isomer or geometry (same formula, charge and spin): 0.741; 4.452 (in eV, following the order of the records).
Results for calculated total energy: -70212.9614; -103871.1723 (in eV, following the order of the records).